# 1
The following is a quantum chemistry calculation of a structure of composition C3H3Cl9Cr2O8S2, from the OMol25 dataset.

```
27
Properties=species:S:1:pos:R:3:forces:R:3
Cr 1.7932 -2.5625 -0.3145 -0.596 -0.047 -0.158
Cr -1.0270 -1.4360 -1.8332 0.296 -0.665 0.799
S 0.9199 -0.0512 -0.4334 -0.565 -0.250 -0.492
O 2.2576 -0.6416 -0.7697 0.226 0.045 0.275
O 0.9675 1.0806 0.4322 0.071 0.233 -0.230
O 0.1329 0.1793 -1.6968 0.459 0.728 -0.158
O 0.1670 -1.2327 0.1441 0.164 -0.074 1.048
S -0.1774 -3.9951 -1.5124 0.098 -0.216 0.356
O -0.2016 -5.1725 -2.3021 0.155 0.153 -0.003
O 0.5745 -4.1638 -0.2114 -0.368 -0.344 0.271
O 0.6278 -2.8015 -2.0424 0.093 0.538 -1.599
O -1.5306 -3.3603 -1.3748 0.046 -0.034 0.134
C -2.5444 -0.7932 1.3129 0.221 -0.333 0.512
Cl -2.5106 -2.5167 1.6389 -0.052 0.090 -0.024
Cl -3.6759 0.0459 2.3507 -0.075 0.072 0.062
Cl -2.9941 -0.4703 -0.3792 -0.104 -0.070 -0.630
H -1.5460 -0.4084 1.4787 -0.034 0.103 -0.149
C 3.2089 2.4394 2.1375 -0.154 0.150 -0.043
Cl 2.4556 3.0438 3.6112 -0.022 0.018 0.099
Cl 3.8352 0.8137 2.3757 0.089 -0.145 0.023
Cl 4.4732 3.5348 1.5862 0.077 0.013 -0.023
H 2.4417 2.3925 1.3781 0.026 -0.078 -0.038
C -1.4228 3.1917 -1.0886 0.187 0.012 -0.418
Cl -2.0289 2.2607 -2.4795 -0.159 0.157 0.050
Cl -2.2192 2.7240 0.3945 -0.051 0.018 0.213
Cl -1.6133 4.9167 -1.3926 -0.006 0.028 0.010
H -0.3630 2.9828 -1.0100 -0.026 -0.104 0.113
```
Forces are in eV/Å.

Results
Kohn-Sham gap (spin up / spin down)   8.604 / 9.745 eV
Highest occupied orbital energy (spin up / spin down)   -0.368 / -0.404 hartree
2S+1   9

***

# 2
The following is a quantum chemistry calculation of the molecule C5H7NO, from the OMol25 dataset.

```
14
Properties=species:S:1:pos:R:3:forces:R:3
C -1.4996 -0.6410 0.2939 -0.070 0.002 0.006
C -1.7016 0.5897 -0.5829 -0.313 -0.025 0.034
N -0.5234 1.1393 -1.2832 0.487 -0.352 0.230
C 0.5450 0.6322 -0.9323 -0.267 -0.049 0.105
C 1.4889 0.0254 -0.2869 -0.043 0.334 -0.117
C 2.5390 0.0030 0.6824 0.185 0.205 0.241
O 2.4008 -0.9944 -0.3675 0.099 -0.141 -0.176
H -2.4882 -0.9200 0.6629 0.060 -0.113 0.059
H -0.8523 -0.4611 1.1592 -0.130 0.062 -0.194
H -1.0830 -1.4898 -0.2614 -0.095 0.186 0.038
H -2.0946 1.4112 0.0268 -0.034 -0.054 -0.166
H -2.4451 0.3729 -1.3540 0.028 0.088 0.058
H 3.3683 0.6916 0.5520 0.062 -0.169 0.057
H 2.3458 -0.3591 1.6910 0.030 0.026 -0.174
```
Forces are in eV/Å.

Results
Kohn-Sham gap   9.429 eV
Highest occupied orbital energy   -0.312 hartree
SMILES string   CCN=C=C1CO1

***

# 3
The following is a quantum chemistry calculation of a cluster of 2 separate species, C2H5IS2 in total, from the OMol25 dataset.

```
10
Properties=species:S:1:pos:R:3:forces:R:3
C 0.9925 -0.0216 0.5532 -3.369 -5.795 -2.606
C -0.7843 -0.3913 -0.7467 0.917 1.016 3.628
S 0.8374 -1.2302 1.7972 1.293 -1.673 -1.417
S -0.7396 0.6202 -2.1704 -0.134 -1.021 -0.755
I -0.9474 2.8648 -1.6138 -0.083 0.640 0.554
H 0.9382 0.9503 0.7424 0.285 3.921 0.553
H 1.5165 -0.5594 -0.2005 1.088 0.939 -0.694
H -0.5070 -1.3978 -1.0906 -0.286 0.297 0.284
H -1.6511 -0.3338 0.0548 1.676 -0.137 -1.999
H 0.3450 -0.5012 2.6745 -1.388 1.814 2.451
```
Forces are in eV/Å.

Results
Kohn-Sham gap   7.205 eV
Highest occupied orbital energy   -0.278 hartree

***

# 4
The following is a quantum chemistry calculation of the molecule C15H18ClN3O3, from the OMol25 dataset.

```
40
Properties=species:S:1:pos:R:3:forces:R:3
C 3.3548 -1.6893 -2.1877 -0.098 -0.097 -0.103
O 3.8945 -1.1158 -1.0237 0.185 0.157 0.124
C 3.6096 -1.8757 0.1384 0.100 -0.172 0.229
C 4.3744 -1.2916 1.3237 -0.348 0.161 -0.280
C 3.7049 -0.0587 1.9226 0.062 -0.136 0.284
N 3.4707 0.9540 0.9167 0.359 -0.242 -0.013
C 2.3482 1.6983 0.9094 0.286 0.562 -0.297
O 1.5279 1.6779 1.8031 -0.317 -0.008 0.206
C 2.1861 2.5667 -0.3356 -0.127 -0.110 0.109
C 1.7079 1.6878 -1.5034 0.094 0.025 0.098
C 0.5112 0.9289 -1.0708 -0.618 0.014 -0.162
N -0.7063 1.3485 -0.9607 0.375 0.361 -0.191
C -1.3730 0.2578 -0.4642 1.053 -0.199 -0.177
C -2.7922 0.3051 -0.1750 -0.546 -0.143 0.164
C -3.4487 1.5289 -0.3163 0.042 -0.127 0.027
C -4.7975 1.6440 -0.0511 -0.046 0.014 0.004
C -5.5168 0.5322 0.3605 0.043 -0.007 -0.010
C -4.8853 -0.6898 0.5042 0.016 -0.014 0.001
C -3.5290 -0.8071 0.2395 -0.063 0.347 -0.071
Cl -2.7812 -2.3420 0.4250 -0.276 -0.437 0.147
N -0.5859 -0.7728 -0.2986 -0.737 -0.498 0.371
O 0.6450 -0.3478 -0.6895 0.600 0.601 -0.304
H 3.6371 -1.0455 -3.0195 -0.041 -0.055 -0.047
H 3.7610 -2.6941 -2.3556 0.001 0.031 -0.018
H 2.2631 -1.7591 -2.1256 0.035 0.001 -0.039
H 3.9243 -2.9168 -0.0285 -0.052 0.086 -0.009
H 2.5280 -1.8706 0.3313 0.057 -0.031 -0.015
H 5.3794 -1.0346 0.9824 0.097 -0.107 0.030
H 4.4597 -2.0515 2.1007 0.067 0.001 0.018
H 4.3388 0.3508 2.7192 -0.143 -0.094 0.003
H 2.7346 -0.3121 2.3610 0.140 0.021 -0.017
H 4.0524 0.9043 0.0947 -0.171 0.112 -0.044
H 3.1283 3.0490 -0.5964 0.003 0.032 -0.004
H 1.4336 3.3258 -0.1214 0.092 -0.049 0.040
H 1.4468 2.3124 -2.3582 0.020 -0.102 0.006
H 2.4851 0.9763 -1.7841 -0.007 0.039 -0.075
H -2.8661 2.3788 -0.6348 0.015 0.073 -0.021
H -5.2896 2.5980 -0.1624 -0.033 0.082 -0.010
H -6.5724 0.6147 0.5709 -0.089 -0.005 0.020
H -5.4354 -1.5610 0.8227 -0.029 -0.089 0.027
```
Forces are in eV/Å.

Results
Kohn-Sham gap   9.700 eV
Highest occupied orbital energy   -0.332 hartree
SMILES string   COCCCNC(=O)CCc1nc(-c2ccccc2Cl)no1

***

# 5
The following is a quantum chemistry calculation of a structure of composition C34H34Br2F6N2O3PtTe, from the OMol25 dataset.

```
83
Properties=species:S:1:pos:R:3:forces:R:3
Pt 0.3183 0.1827 0.3015 0.061 -0.008 -0.080
C -1.0470 2.6160 -0.9839 0.018 0.022 -0.012
C -0.8313 2.8202 0.4793 -0.076 0.088 -0.073
C -1.1538 4.0515 1.0585 -0.032 0.014 0.020
C -0.9147 4.2737 2.3825 -0.003 0.001 -0.045
C -0.3832 3.2429 3.1701 -0.013 -0.023 0.139
C -0.0822 3.4189 4.5671 -0.045 0.045 -0.152
Br -0.4203 5.0609 5.3976 0.006 -0.030 0.010
C 0.4764 2.4147 5.3266 0.019 -0.060 0.034
C 0.7254 1.1855 4.7567 0.004 0.062 0.036
Br 1.4707 -0.1781 5.7809 0.015 -0.012 -0.008
C 0.4075 0.8749 3.3752 -0.093 0.164 0.006
O 0.5400 -0.2580 2.9354 0.077 -0.125 -0.045
C -0.1082 2.0151 2.5579 -0.127 -0.054 0.013
N -0.3070 1.8465 1.2237 0.282 0.016 0.099
H -1.7338 3.3684 -1.3667 0.017 0.013 -0.007
H -1.4466 1.6246 -1.1811 -0.022 0.007 0.001
H -0.0948 2.7189 -1.5092 0.018 -0.039 -0.007
H -1.5731 4.8243 0.4310 -0.001 -0.001 0.005
H -1.1311 5.2340 2.8272 -0.009 0.001 0.002
H 0.7083 2.5880 6.3676 0.004 -0.003 0.000
C 4.0710 0.6907 2.1979 0.000 0.058 0.025
C 2.8924 1.2879 1.4662 0.399 -0.230 -0.239
O 2.3743 2.3011 1.8926 -0.044 0.078 0.046
N 2.3695 0.6769 0.3354 -0.544 -0.477 0.012
Te 3.2404 -0.4560 -1.0552 -0.347 0.261 0.203
C 4.5714 -1.9304 -0.3223 0.192 0.075 -0.148
C 4.2307 -2.6669 0.8094 -0.250 0.007 0.216
C 2.9716 -2.4672 1.6290 0.121 -0.125 -0.059
C 5.0803 -3.7033 1.1915 0.048 -0.039 0.044
C 6.2104 -4.0407 0.4675 -0.051 0.065 -0.040
C 7.1119 -5.1621 0.8954 0.000 0.001 0.004
C 6.4573 -3.3446 -0.7150 -0.014 -0.019 0.058
C 5.6505 -2.3035 -1.1459 0.090 -0.046 0.013
C 5.9498 -1.7050 -2.4999 -0.113 -0.004 0.018
C 4.3458 1.0958 -1.9316 0.477 0.041 0.111
C 5.5688 1.5840 -1.4518 -0.193 -0.019 -0.062
C 6.3317 0.9885 -0.3046 0.182 -0.040 -0.129
C 6.1302 2.6775 -2.1036 -0.003 -0.018 0.000
C 5.5219 3.2770 -3.1938 0.027 0.085 -0.038
C 6.1480 4.4539 -3.8858 0.004 -0.002 0.003
C 4.3087 2.7660 -3.6407 -0.038 -0.008 -0.039
C 3.7011 1.6795 -3.0332 -0.033 -0.045 -0.034
C 2.3859 1.1782 -3.5768 -0.032 -0.004 -0.049
H 3.8877 0.8128 3.2651 -0.030 -0.051 -0.009
H 4.9659 1.2624 1.9626 -0.026 0.083 0.117
H 4.2382 -0.3588 1.9702 0.101 0.151 -0.012
H 2.1970 -1.8894 1.1254 0.109 0.023 0.103
H 3.1791 -1.9869 2.5858 -0.041 0.037 -0.028
H 2.5441 -3.4420 1.8632 -0.026 -0.015 -0.052
H 4.8242 -4.2745 2.0770 0.009 0.000 0.004
H 6.8264 -5.5509 1.8709 -0.001 0.000 0.000
H 8.1480 -4.8270 0.9496 0.002 0.002 0.001
H 7.0718 -5.9829 0.1777 0.001 0.002 -0.004
H 7.2936 -3.6424 -1.3378 0.001 0.000 0.004
H 6.6119 -2.3757 -3.0436 -0.004 0.024 -0.026
H 6.4349 -0.7329 -2.4444 -0.001 0.040 0.018
H 5.0516 -1.5852 -3.1132 -0.019 -0.004 0.029
H 5.7060 0.4462 0.3872 -0.059 -0.143 0.002
H 6.8524 1.7715 0.2464 -0.007 -0.018 0.006
H 7.0858 0.2842 -0.6655 0.030 0.062 0.015
H 7.0740 3.0694 -1.7418 -0.002 -0.009 0.010
H 7.0663 4.7644 -3.3916 0.002 -0.002 0.002
H 5.4636 5.3028 -3.9007 -0.003 -0.001 0.001
H 6.3850 4.2087 -4.9221 -0.002 -0.001 0.001
H 3.8202 3.2294 -4.4903 -0.004 -0.006 -0.003
H 2.0903 1.7641 -4.4445 -0.001 0.016 0.010
H 1.5829 1.2491 -2.8389 -0.024 0.019 0.018
H 2.4421 0.1340 -3.8933 0.007 0.026 -0.017
C -3.2044 -2.1126 -0.0787 0.018 -0.048 0.066
C -1.8605 -1.5132 -0.4784 -0.021 0.071 -0.015
O -1.6104 -0.3653 0.2417 0.002 0.029 -0.063
C -1.8932 -1.2011 -1.9999 -0.136 -0.107 -0.015
F -2.9023 -0.3607 -2.2572 0.060 -0.034 -0.013
F -2.0665 -2.3017 -2.7473 -0.039 0.091 0.037
F -0.7686 -0.6027 -2.4385 0.064 0.021 -0.022
C -0.7513 -2.5296 -0.1714 0.189 0.040 -0.028
F 0.4988 -1.9351 -0.5481 -0.099 0.030 0.074
F -0.7976 -3.6770 -0.8156 0.035 0.014 -0.070
F -0.6326 -2.7662 1.1215 -0.046 -0.029 0.001
H -3.9784 -1.3730 -0.2654 -0.003 0.008 0.004
H -3.1839 -2.3340 0.9860 0.000 -0.003 0.004
H -3.4260 -3.0201 -0.6394 -0.007 0.011 -0.002
```
Forces are in eV/Å.

Results
Total charge   +1
Kohn-Sham gap (spin up / spin down)   7.550 / 6.429 eV
Highest occupied orbital energy (spin up / spin down)   -0.388 / -0.406 hartree
2S+1   2

***

# 6
The following is a quantum chemistry calculation of the molecule C3H5N3O9, from the OMol25 dataset.

```
20
Properties=species:S:1:pos:R:3:forces:R:3
O -1.9600 -0.9617 -1.6536 0.590 -0.463 -2.863
N -2.1141 -0.6019 -0.5584 -0.324 -0.720 1.967
O -3.0951 -0.8537 0.1237 -0.140 0.443 0.574
C -0.9784 0.1172 0.1575 -0.126 0.440 1.876
O -1.1624 -0.0194 1.5135 -2.383 -1.195 -0.695
N -1.2161 1.6391 -0.2549 1.550 -0.160 1.335
O -1.4399 1.8058 -1.4049 -0.787 0.400 -1.531
O -0.9567 2.4891 0.5741 -0.502 -0.677 -0.123
C 0.5322 -0.2446 -0.3264 -1.816 0.892 1.942
O 0.6599 -0.1521 -1.6359 0.592 -0.462 -2.055
C 1.4553 0.7108 0.4012 -0.103 -2.241 4.143
O 2.8089 0.4550 0.1905 1.053 -1.325 0.115
N 0.7884 -1.6669 0.2250 -0.046 1.169 -0.079
O -0.1563 -2.2936 0.6011 -0.146 -0.981 -0.054
O 1.9606 -1.9634 0.2974 0.028 -1.168 -0.014
H -2.1431 -0.5027 1.6719 3.238 1.774 -1.063
H 1.5809 0.0702 -1.8746 -0.309 -0.048 0.238
H 1.2859 1.6441 0.0535 -0.529 2.973 -1.541
H 1.0573 0.8349 1.5257 1.350 -0.791 -1.974
H 3.0923 -0.5062 0.3736 -1.190 2.139 -0.201
```
Forces are in eV/Å.

Results
Kohn-Sham gap   10.478 eV
Highest occupied orbital energy   -0.413 hartree
SMILES string   O=[N+]([O-])C(O)([N+](=O)[O-])[C@@](O)(CO)[N+](=O)[O-]

***

Listing max |F| for the structures above in their given order: 0.0329; 0.0125; 0.1399; 0.0211; 0.0141; 0.0916 hartree/bohr.
Listing energy relative to the best compared isomer or geometry (same formula, charge and spin) for the structures above in their given order: 0.00; 374.11; 303.09; 177.06; 0.00; 195.11 kJ/mol.